# 1
# C5H8O2

A single C5H8O2 molecule in a non-equilibrium geometry (ωB97M-V/def2-TZVPD, the Open Molecules 2025 dataset).

Structure (XYZ):
```
15
Properties=species:S:1:pos:R:3:forces:R:3
C 0.9423 -0.1296 -2.2041 1.4254 2.5938 0.8184
C 0.1636 0.5017 -1.3136 -3.3640 -1.5347 -2.5440
C 0.6145 0.7873 0.0895 1.8562 2.4823 -1.1280
C 0.3617 -0.2172 1.1685 -1.2718 -2.9654 1.1633
C -1.1865 -0.4329 1.1690 -1.2705 2.7437 4.0734
O -1.9579 0.4781 0.8476 1.6283 -2.9811 -0.2294
O -1.7071 -1.5241 1.9936 -1.0298 1.7532 -4.3653
H 2.0197 0.0654 -2.0160 -0.3809 -1.2179 -0.0792
H 0.6766 -0.2542 -3.2319 -0.3738 -0.4366 -0.3227
H -1.0155 0.6234 -1.8049 3.2525 -0.1120 2.3903
H 1.7112 0.9709 0.0785 -0.2632 -0.5403 -0.4446
H 0.3318 1.8764 0.3337 -0.4553 -1.8932 0.3474
H 0.7387 -1.3278 1.3509 -0.0077 1.9065 -2.1442
H 0.9155 0.1313 2.0563 -1.4987 0.5470 0.4410
H -2.6085 -1.5486 1.4828 1.7534 -0.3451 2.0238
```
Positions in Å, forces in eV/Å.

Values from the calculation:
**ΔE to the lowest compared entry with this formula, charge and spin**: 70.3 kcal per mole
**SMILES**: C=CCCC(=O)O
**Total charge**: 0
**HOMO-LUMO gap**: 10.533 eV



# 2
# C5H8O2

A single C5H8O2 molecule (ωB97M-V/def2-TZVPD, the Open Molecules 2025 dataset).

Structure (XYZ):
```
15
Properties=species:S:1:pos:R:3:forces:R:3
C 0.6747 0.4564 2.1846 0.0454 0.0229 0.0300
C -0.2014 -0.1955 1.1193 -0.0581 -0.0534 0.0158
C 0.1960 0.1741 -0.3057 -0.0288 -0.0193 0.0613
C -0.6872 -0.4953 -1.3265 -0.2033 -0.1726 0.2101
O -1.6032 -1.2432 -1.0613 0.3483 0.3231 -0.1446
C -0.4128 -0.2305 -2.8095 0.3427 0.1741 -0.2443
O 0.6028 0.2752 -3.2159 -0.4771 -0.2035 0.2275
H 1.7264 0.1690 2.0707 -0.1447 0.0434 -0.0022
H 0.3527 0.1486 3.1850 0.0650 0.0662 -0.1466
H 0.6195 1.5502 2.1384 0.0101 -0.1489 -0.0144
H -1.2499 0.0844 1.2745 0.1375 -0.0514 -0.0110
H -0.1671 -1.2860 1.2214 -0.0071 0.1419 -0.0041
H 0.1407 1.2600 -0.4744 -0.0009 -0.1468 -0.0059
H 1.2395 -0.0896 -0.5280 -0.1486 0.0100 0.0023
H -1.2307 -0.5776 -3.4726 0.1194 0.0143 0.0261
```
Positions in Å, forces in eV/Å.

Values from the calculation:
**ΔE to the lowest compared entry with this formula, charge and spin**: 17.9 kcal per mole
**SMILES**: CCCC(=O)C=O
**Total charge**: 0
**HOMO-LUMO gap**: 9.442 eV



# 3
# C5H8O2

An isolated ion of composition C5H8O2 and charge +1 in a non-equilibrium geometry (ωB97M-V/def2-TZVPD, the Open Molecules 2025 dataset).

Structure (XYZ):
```
15
Properties=species:S:1:pos:R:3:forces:R:3
O -1.3431 0.8075 1.3084 0.1364 0.0919 -0.1863
C -1.1253 -0.1114 0.5707 0.0272 0.0221 0.0830
O -1.9885 -0.5553 -0.3568 0.1982 0.1532 0.1695
C 0.1616 -0.9258 0.6173 -1.4659 -0.6273 -0.4024
C 1.4324 -0.0331 0.5241 0.2427 -0.6229 0.4015
C 1.8529 0.0263 -0.8639 0.1537 0.6930 0.1566
C 1.1560 0.8125 -1.8078 -0.3581 -0.9306 -0.0193
H -2.7901 -0.0137 -0.2622 -0.1250 -0.1003 -0.0820
H 0.0791 -1.7256 -0.1252 0.3668 0.2555 -0.1806
H 0.0929 -1.4794 1.5570 0.5421 0.3600 0.2211
H 2.1817 -0.5154 1.1490 0.1685 0.3386 -0.0599
H 1.1683 0.9666 0.8858 -0.0694 -0.0350 0.1593
H 2.7532 -0.4884 -1.1751 -0.0306 -0.2275 -0.1700
H 0.2541 1.3250 -1.5015 0.0463 0.3260 -0.0151
H 1.3884 0.7318 -2.8600 0.1670 0.3032 -0.0754
```
Positions in Å, forces in eV/Å.

Values from the calculation:
**ΔE to the lowest compared entry with this formula, charge and spin**: 0.0 kcal per mole
**2S+1**: 2
**⟨S²⟩**: 0.752
**Total charge**: +1
**HOMO-LUMO gap (alpha / beta)**: 9.111 / 5.520 eV



# 4
# C5H8O2P

An isolated ion of composition C5H8O2P and charge -1 in a non-equilibrium geometry (ωB97M-V/def2-TZVPD, the Open Molecules 2025 dataset).

Structure (XYZ):
```
16
Properties=species:S:1:pos:R:3:forces:R:3
C 0.1270 -1.4853 -1.7779 -1.5041 4.4464 0.6687
C -0.0242 -0.2878 -1.0031 3.1621 -3.7976 0.5711
C 0.3753 1.2259 1.0672 -2.9475 1.1588 -4.7066
C 0.6021 0.0039 0.2080 -0.3790 -2.0801 1.3014
C -1.1799 1.5004 1.0496 1.5331 -1.1329 0.6203
O -3.6291 0.8799 2.0437 -0.3908 0.5036 0.1639
O -1.7755 -0.3478 3.1328 0.1465 0.7912 -0.1509
P -2.2055 1.1931 2.4834 -0.0402 -0.2030 -0.7475
H -0.3931 -1.4636 -2.6993 -0.2851 -0.0133 -1.0176
H 0.3340 -2.4139 -1.4456 1.1317 -2.7464 1.4838
H -0.4269 0.4722 -1.5251 -1.6916 2.6860 -1.5134
H 0.7773 1.0515 1.9670 1.2626 -0.3319 3.5017
H 0.8368 2.0863 0.5726 0.4092 0.0883 0.2869
H 1.0705 -0.8820 0.7795 -0.6610 1.2752 -1.0811
H -1.5746 1.9464 0.1240 0.0444 -0.0679 0.6190
H -2.7167 -0.5679 3.2469 0.2096 -0.5763 0.0003
```
Positions in Å, forces in eV/Å.

Values from the calculation:
**ΔE to the lowest compared entry with this formula, charge and spin**: 91.8 kcal per mole
**Total charge**: -1
**HOMO-LUMO gap (alpha / beta)**: 6.619 / 5.550 eV



# 5
# C5H8O2S

A single C5H8O2S molecule in a non-equilibrium geometry (ωB97M-V/def2-TZVPD, the Open Molecules 2025 dataset).

Structure (XYZ):
```
16
Properties=species:S:1:pos:R:3:forces:R:3
O -0.6754 2.0706 1.2801 2.2873 3.1956 1.4609
C -1.0982 0.9785 0.6461 0.6364 -2.1015 -1.9138
C -0.1010 -0.2085 0.8690 -0.2846 0.7797 0.7730
C -0.4700 -1.3791 0.1014 -1.1221 -4.9736 -3.1027
C 0.0449 -2.0090 -1.0062 2.2373 3.0713 1.5000
S 1.5072 -1.1167 -1.7506 -1.2816 0.1355 0.3545
C 1.2523 0.5644 -0.8430 -0.5969 -0.1658 -2.8997
O 1.1271 0.3401 0.4835 1.5104 0.4127 0.6982
H 0.2872 2.2719 1.0722 -1.7599 -0.6208 0.3387
H -2.0550 0.7148 1.0580 -0.7311 -0.0720 -0.4504
H -1.0274 1.1766 -0.5094 -1.3665 -0.7791 2.0742
H 0.1526 -0.5312 1.9212 -1.0798 0.5950 -0.7475
H -1.2770 -2.1041 0.3253 -0.0618 1.2577 1.3354
H -0.1616 -3.0549 -1.2954 -0.0680 1.0215 -0.0898
H 0.3246 1.1444 -1.2902 2.1442 -1.3546 0.4511
H 2.1698 1.1423 -1.0621 -0.4632 -0.4015 0.2180
```
Positions in Å, forces in eV/Å.

Values from the calculation:
**ΔE to the lowest compared entry with this formula, charge and spin**: 66.3 kcal per mole
**SMILES**: OC[C@H]1C=CSCO1
**Total charge**: 0
**HOMO-LUMO gap**: 9.172 eV



# 6
# C5H8O2S

A single C5H8O2S molecule in a non-equilibrium geometry (ωB97M-V/def2-TZVPD, the Open Molecules 2025 dataset).

Structure (XYZ):
```
16
Properties=species:S:1:pos:R:3:forces:R:3
O -0.0726 -2.1824 0.7099 0.5954 -4.3682 1.1561
C -0.5072 -1.2009 0.0137 2.0902 1.1769 -1.2500
C -0.9762 -0.0045 0.5586 -0.2485 3.8747 2.5092
C -1.9100 0.3898 -0.5335 -3.2193 -1.4555 -1.1460
O -1.3247 1.2702 -1.4008 4.0906 1.6235 -1.4926
C 0.2260 1.1940 -1.3202 1.9050 -1.7732 1.1785
C 0.4573 0.1807 -0.1074 -2.8950 -0.6135 -0.7632
S 1.9246 0.1637 0.9183 -1.1578 1.3273 0.0250
H 0.6291 -1.8486 1.2132 1.9022 0.2877 1.8431
H -1.0482 -1.4938 -0.8422 0.3625 -0.7764 -0.8258
H -1.0972 0.4339 1.6745 0.0203 -1.6857 -2.6245
H -2.2661 -0.6268 -1.1420 0.6039 2.6633 1.1627
H -2.9129 0.7344 -0.2416 0.5348 0.6853 0.3218
H 0.9378 0.6316 -2.2885 -2.9004 2.2502 2.3408
H 0.8041 2.1878 -0.8832 -2.0557 -2.0049 -1.8395
H 1.5988 1.3054 1.6779 0.3718 -1.2115 -0.5956
```
Positions in Å, forces in eV/Å.

Values from the calculation:
**ΔE to the lowest compared entry with this formula, charge and spin**: 126.1 kcal per mole
**SMILES**: O[C@H]1[C@@H]2COC[C@]12S
**Total charge**: 0
**HOMO-LUMO gap**: 9.614 eV



# 7
# C5H8O2S2

A single C5H8O2S2 molecule in a non-equilibrium geometry (ωB97M-V/def2-TZVPD, the Open Molecules 2025 dataset).

Structure (XYZ):
```
17
Properties=species:S:1:pos:R:3:forces:R:3
C -1.4769 1.4037 2.0317 0.2349 -1.3448 0.7107
C -0.5662 1.2655 0.8048 -4.9471 -3.2352 3.0787
O 0.1574 2.0583 0.4422 4.6484 5.1223 -2.3421
O -0.7153 0.0761 0.2233 -0.2770 -0.4365 -0.7217
C 0.1753 -0.1990 -0.8546 0.6766 -1.3701 0.7356
C -0.2545 -1.5265 -1.3370 -2.1193 2.2101 -4.7885
S 1.0219 -2.1099 -2.5741 -1.8135 -0.2089 -0.4974
S 2.5613 -1.0692 -1.7341 1.0873 1.1198 0.2415
C 1.6040 -0.3266 -0.3941 2.2438 -0.4111 3.8206
H -1.0102 0.4457 2.7480 -2.2281 2.8569 -1.7252
H -1.2591 2.4046 2.4849 -0.0653 -1.1266 -0.1879
H -2.6176 1.4373 1.7016 2.4415 -0.8238 1.0231
H 0.1528 0.3442 -1.7780 -0.4000 1.7497 0.0843
H -0.2361 -2.2657 -0.7206 0.1796 -4.0938 4.6646
H -1.3923 -1.4745 -1.6418 2.3924 -0.0441 -0.3522
H 1.7678 -1.1175 0.5365 -1.1169 1.9306 -2.1347
H 2.0876 0.6535 0.0612 -0.9373 -1.8946 -1.6096
```
Positions in Å, forces in eV/Å.

Values from the calculation:
**ΔE to the lowest compared entry with this formula, charge and spin**: 26.7 kcal per mole
**SMILES**: CC(=O)OC1CSSC1
**Total charge**: 0
**HOMO-LUMO gap**: 8.411 eV



# 8
# C5H8O3

A single C5H8O3 molecule in a non-equilibrium geometry (ωB97M-V/def2-TZVPD, the Open Molecules 2025 dataset).

Structure (XYZ):
```
16
Properties=species:S:1:pos:R:3:forces:R:3
C -2.1801 -1.1058 -0.1507 0.6713 -0.5637 -0.3190
C -0.9447 -0.6143 -0.0706 -0.5747 2.0477 1.3845
O -0.5459 0.1471 1.0841 -0.4836 -1.6454 -1.2670
C 0.2029 -0.6172 2.0372 0.1288 -0.2015 0.2188
O -0.0822 -0.4119 -1.1049 1.3615 0.9866 2.1134
C 1.0426 0.5407 -0.6443 1.9077 -1.8096 -1.6813
C 1.1377 1.5593 -1.7375 -0.1089 0.7941 0.5387
O 1.9485 0.2723 0.1036 -2.3717 0.1452 -0.9340
H -2.5331 -1.5096 -1.0919 0.0695 -0.0581 0.1073
H -2.7936 -1.2275 0.7319 0.1259 0.2755 -0.0715
H 0.7302 -1.4604 1.5811 -0.0704 0.2263 -0.0793
H 0.9452 0.0472 2.4854 -0.1700 -0.0784 -0.0271
H -0.4636 -1.0182 2.8024 -0.0738 0.1335 0.0331
H 0.1939 2.0952 -1.8375 0.0822 -0.0241 -0.2068
H 1.9549 2.2510 -1.5168 -0.2175 -0.0663 0.0629
H 1.3873 1.0521 -2.6717 -0.2761 -0.1618 0.1273
```
Positions in Å, forces in eV/Å.

Values from the calculation:
**ΔE to the lowest compared entry with this formula, charge and spin**: 54.0 kcal per mole
**SMILES**: C=C(OC)OC(C)=O
**Total charge**: 0
**HOMO-LUMO gap**: 9.792 eV



# 9
# C5H8O3

A single C5H8O3 molecule in a non-equilibrium geometry (ωB97M-V/def2-TZVPD, the Open Molecules 2025 dataset).

Structure (XYZ):
```
16
Properties=species:S:1:pos:R:3:forces:R:3
C -0.3005 1.3029 1.4751 0.5680 -0.4766 -0.4379
C -0.1005 0.5252 0.3953 -0.5859 1.5063 0.5512
C -1.2490 0.3820 -0.5560 -1.2520 1.0098 -0.3444
C -1.3785 -0.8805 -1.3702 -0.1263 -0.3502 0.2611
O -2.0771 1.2857 -0.6792 1.0876 -1.2055 0.2832
C 1.2030 -0.1108 0.0170 0.7110 -0.2307 0.9063
O 1.2349 -1.4516 0.4523 -0.4732 -0.4409 -0.2141
O 2.2941 0.5307 0.6429 0.0573 0.5047 -0.5130
H 0.5000 1.5000 2.1820 -0.0129 -0.0540 -0.1295
H -1.2575 1.7802 1.6693 0.0856 -0.2564 -0.1898
H -1.0036 -0.6982 -2.3806 -0.0722 -0.0629 0.0295
H -2.4341 -1.1647 -1.4155 0.1372 0.2608 -0.1861
H -0.8397 -1.7164 -0.9227 0.1609 0.1245 -0.1201
H 1.3578 -0.0738 -1.0665 -0.2150 -0.3917 0.0532
H 0.9712 -1.4225 1.3885 0.1625 -0.1186 -0.3784
H 3.0795 0.2118 0.1684 -0.2327 0.1815 0.4288
```
Positions in Å, forces in eV/Å.

Values from the calculation:
**ΔE to the lowest compared entry with this formula, charge and spin**: 31.2 kcal per mole
**SMILES**: C=C(C(C)=O)C(O)O
**Total charge**: 0
**HOMO-LUMO gap**: 10.126 eV



# 10
# C5H8O3

C5H8O3 as an isolated structure in a non-equilibrium geometry (ωB97M-V/def2-TZVPD, the Open Molecules 2025 dataset).

Structure (XYZ):
```
16
Properties=species:S:1:pos:R:3:forces:R:3
C 0.4061 0.7374 1.0983 0.0828 0.4662 5.7455
C 1.0850 -0.6909 1.0308 -0.8426 0.1609 -4.7019
C 0.8421 -1.3860 -0.1746 2.7167 0.2419 1.9839
C -0.2431 -0.8630 -1.1607 -3.2830 0.0064 3.0049
C -0.2514 0.7622 -1.4757 2.4671 1.0881 -1.1884
H -1.7264 1.6689 1.4808 4.3158 -3.8031 -2.1341
H 0.4082 1.0085 2.2707 1.3787 -0.1147 -2.5366
H 0.9249 1.4720 0.4609 -0.1485 -0.3385 0.4454
H 2.0151 -0.8350 1.6233 -1.1667 -0.0964 -0.1966
H 1.6434 -2.3555 -0.4930 -2.9488 2.9738 0.9201
H -0.1682 -1.4795 -2.0316 -0.1491 0.3466 -0.9198
H -1.8300 -0.4402 0.0787 0.6803 -2.0618 -1.4189
H -1.2613 1.6935 -1.1345 2.8620 -3.2776 -1.3319
O -1.0182 0.8069 0.9588 -4.1937 2.5742 1.1069
O -1.6539 -1.2379 -0.5575 2.1323 2.3176 -0.2322
O 0.8279 1.1387 -1.9748 -3.9033 -0.4835 1.4536
```
Positions in Å, forces in eV/Å.

Values from the calculation:
**ΔE to the lowest compared entry with this formula, charge and spin**: 165.3 kcal per mole
**Total charge**: 0
**HOMO-LUMO gap**: 9.179 eV